213
Properties=species:S:1:pos:R:3:forces:R:3 method="wB97M-V/def2-TZVPD" total_energy_ha=-3647.73968 spin_multiplicity=2 gap_ev="7.839 / 3.467" lumo_energy_ev="-1.65 / -6.02" homo_energy_ha="-0.349 / -0.349" total_charge=+1
C -4.840 0.033 -4.044 -0.28 -0.06 -0.58
C -4.412 -1.169 -4.966 0.41 -1.00 1.09
C -4.729 -2.586 -4.344 -1.68 0.57 1.26
O -4.023 -2.898 -3.127 1.34 -0.44 -0.67
C -4.306 -4.144 -2.426 -1.00 1.29 -0.41
N -5.055 -1.071 -6.268 -0.37 0.36 -0.07
H -5.923 0.149 -4.038 -0.19 -0.23 -0.19
H -4.466 0.988 -4.413 0.12 -0.18 -0.53
H -4.568 0.078 -2.989 0.43 -0.94 0.00
H -3.331 -1.138 -5.101 0.09 0.21 -0.20
H -4.839 -3.410 -5.049 1.23 -0.13 -0.40
H -5.781 -2.509 -4.069 -0.53 0.22 0.36
H -5.346 -4.006 -2.129 -0.10 -0.56 0.41
H -3.664 -4.231 -1.550 0.01 0.39 -0.13
H -4.221 -5.082 -2.976 0.18 0.26 -0.63
H -4.740 -1.711 -6.984 0.68 -0.08 0.21
H -6.043 -1.274 -6.221 -0.32 0.30 0.35
C 4.298 -0.967 -1.089 0.17 0.53 0.79
C 5.384 -0.144 -0.314 -1.38 -1.06 -0.07
C 4.974 1.323 -0.184 0.49 -0.08 -0.80
O 4.501 1.760 -1.446 -0.82 1.31 -0.28
C 4.045 3.151 -1.454 0.47 -1.27 0.75
N 5.661 -0.751 1.035 -0.15 0.52 -1.40
H 3.320 -0.896 -0.614 -0.17 0.22 0.26
H 4.512 -2.036 -1.108 0.43 0.09 -0.14
H 4.191 -0.536 -2.084 0.09 -0.25 -0.07
H 6.232 -0.169 -0.998 0.49 -0.10 0.51
H 5.915 1.821 0.050 -0.05 0.61 0.36
H 4.226 1.529 0.582 -0.09 -0.25 0.29
H 4.837 3.780 -1.047 0.32 0.28 -0.68
H 3.234 3.345 -0.752 -0.44 -0.53 0.14
H 3.678 3.379 -2.455 0.50 0.09 0.07
H 6.473 -0.293 1.423 0.48 0.06 -0.02
H 4.948 -0.354 1.631 -0.43 -0.12 0.09
C 1.159 -8.427 2.080 0.17 -0.90 0.42
C 1.371 -7.595 0.831 -0.67 1.52 1.34
C 0.565 -6.284 0.919 -1.80 -0.21 -0.62
O -0.842 -6.517 0.931 -1.29 -0.46 -0.65
C -1.704 -5.399 0.673 1.29 0.08 0.77
N 2.755 -7.116 0.751 0.35 -0.84 -0.12
H 1.427 -7.923 3.008 0.53 0.22 -0.12
H 1.733 -9.346 1.962 0.34 0.04 0.31
H 0.158 -8.789 2.315 -0.37 0.35 -0.76
H 1.082 -8.225 -0.010 0.02 0.38 -0.35
H 0.791 -5.706 0.024 0.21 0.43 -0.21
H 0.750 -5.689 1.814 0.83 -0.05 0.07
H -1.541 -4.918 -0.291 0.19 -0.24 -0.45
H -1.472 -4.630 1.410 -0.14 0.29 0.23
H -2.762 -5.642 0.773 0.24 -0.52 0.03
H 3.054 -6.853 1.679 0.17 -0.08 0.28
H 2.795 -6.235 0.259 -0.06 0.10 -0.30
C -1.922 -0.240 3.477 0.38 -0.34 -0.33
O -0.863 -1.189 3.387 0.21 -0.83 1.23
C -1.109 -2.419 4.106 -0.27 -0.63 -0.05
C 0.020 -3.482 3.826 -1.32 2.47 0.07
N 1.156 -3.392 4.717 0.71 -0.40 -0.28
C 2.172 -4.333 4.284 0.26 -0.05 0.79
C 3.063 -3.707 3.270 0.67 0.22 -1.36
O 3.658 -4.730 2.505 1.78 -1.15 -0.95
C 4.884 -4.360 1.779 -1.27 0.73 0.94
H -2.834 -0.623 3.019 -0.14 -0.17 -0.28
H -1.549 0.604 2.898 -0.34 0.21 0.30
H -2.201 0.042 4.493 0.41 0.12 0.18
H -2.128 -2.706 3.847 -0.02 -0.79 -0.82
H -1.275 -2.383 5.183 0.68 1.08 0.49
H 0.352 -3.063 2.877 0.36 -0.65 -0.45
H -0.358 -4.494 3.680 -0.26 -0.13 0.15
H 1.119 -3.462 5.724 -1.26 0.09 -0.18
H 1.806 -5.270 3.864 -0.53 -0.12 -0.19
H 2.715 -4.655 5.172 0.39 0.10 -0.07
H 3.802 -3.038 3.712 0.12 0.05 0.16
H 2.501 -3.150 2.520 -0.45 0.65 0.34
H 5.039 -4.925 0.860 -0.37 -0.49 0.30
H 5.739 -4.466 2.446 0.06 -0.04 -0.07
H 4.790 -3.317 1.477 0.21 0.19 0.01
C -4.414 2.952 -1.823 -0.13 0.07 -0.39
O -4.800 4.308 -1.765 -0.71 0.04 0.10
C -6.175 4.546 -2.176 0.71 -0.46 0.90
C -6.397 6.031 -2.191 -0.04 -0.04 -0.28
N -6.083 6.678 -0.907 0.10 -0.07 -1.05
C -5.890 8.104 -1.196 0.71 0.52 1.65
C -5.516 8.919 0.078 -0.26 -0.58 0.01
O -4.215 8.639 0.601 0.43 0.87 -0.68
C -3.089 9.316 -0.032 -0.71 -1.22 0.68
H -3.446 2.790 -1.348 0.03 0.40 0.10
H -4.315 2.657 -2.868 -0.01 -0.20 -0.18
H -5.122 2.278 -1.340 -0.27 0.02 0.13
H -6.882 4.111 -1.469 0.15 -0.31 0.40
H -6.374 4.052 -3.127 0.11 0.26 -0.35
H -7.438 6.207 -2.464 -0.06 0.15 -0.05
H -5.752 6.438 -2.970 0.01 0.21 -0.38
H -5.161 6.298 -0.745 0.30 0.00 0.78
H -6.795 8.508 -1.649 0.04 0.08 0.01
H -5.030 8.270 -1.845 -0.06 -0.06 -0.70
H -6.177 8.655 0.903 -0.18 -0.06 -0.11
H -5.643 9.986 -0.106 0.13 0.18 -0.16
H -2.932 8.875 -1.016 0.25 0.17 -0.10
H -2.263 9.081 0.638 0.16 -0.06 -0.28
H -3.137 10.403 -0.099 -0.60 0.07 0.04
C 4.905 5.851 2.834 -0.01 -1.10 -0.24
O 5.750 4.696 2.514 -2.04 1.83 -1.31
C 6.497 4.330 3.611 1.01 -1.09 0.00
C 7.048 2.904 3.333 -0.65 0.38 -0.18
N 5.955 1.897 3.069 2.02 1.12 0.77
C 5.465 1.332 4.313 -1.33 -1.24 -0.80
C 4.365 0.293 3.957 1.26 1.03 0.18
O 3.412 0.956 3.127 2.14 0.65 0.73
C 2.313 0.193 2.913 -1.97 -0.88 1.02
H 5.466 6.706 3.212 0.25 -0.12 0.02
H 4.158 5.538 3.563 0.13 -0.01 0.42
H 4.298 6.175 1.988 0.54 -0.27 -0.42
H 5.845 4.398 4.482 0.33 -0.20 0.53
H 7.347 5.010 3.657 0.21 0.15 0.68
H 7.760 2.626 4.111 -0.53 -0.39 0.49
H 7.734 2.981 2.489 -0.40 0.02 -0.53
H 5.245 2.422 2.579 -0.36 -0.11 0.02
H 4.989 2.008 5.023 0.28 0.51 0.13
H 6.276 0.777 4.784 0.04 0.18 0.20
H 3.963 -0.119 4.882 -0.62 0.15 0.05
H 4.865 -0.539 3.460 -0.23 -0.19 -0.35
H 1.920 -0.157 3.868 -0.08 -0.40 0.35
H 2.533 -0.717 2.355 -0.26 0.03 -0.66
H 1.485 0.824 2.588 0.18 -0.16 -0.91
C 2.330 -6.399 -2.935 -0.96 -0.39 -0.16
C 2.389 -4.920 -3.455 1.63 0.10 0.26
C 3.545 -4.741 -4.514 -1.87 -0.82 -1.18
C 3.150 -5.262 -5.904 -1.57 0.17 0.40
C 1.778 -4.631 -6.354 2.62 0.06 0.83
C 0.657 -4.888 -5.346 -1.75 0.75 -1.38
N 1.050 -4.534 -3.922 -0.16 -2.43 -1.28
O 0.029 -4.662 -3.017 1.90 -0.58 -0.92
C -0.488 -3.928 -5.763 -0.01 0.40 -0.25
C 0.106 -6.345 -5.498 0.66 -0.41 1.24
C 2.831 -3.990 -2.342 -0.61 -0.43 1.54
H 2.095 -7.123 -3.715 0.46 0.21 -0.32
H 1.507 -6.588 -2.246 -0.06 0.57 0.28
H 3.224 -6.742 -2.413 0.25 0.52 -0.18
H 3.778 -3.678 -4.582 0.47 -0.13 0.26
H 4.330 -5.417 -4.176 0.34 0.74 0.35
H 2.969 -6.329 -5.773 0.37 -0.23 -0.44
H 3.923 -5.070 -6.648 -0.06 -0.16 0.08
H 1.569 -4.958 -7.372 -0.60 -0.28 0.30
H 1.996 -3.568 -6.450 -0.37 0.30 0.13
H -1.495 -4.114 -5.390 0.21 -0.36 0.32
H -0.252 -2.885 -5.551 0.16 0.04 0.23
H -0.541 -3.976 -6.851 -0.09 -0.15 -0.01
H -0.283 -6.621 -6.478 -0.12 0.92 -0.13
H 0.888 -7.090 -5.349 0.11 0.11 0.18
H -0.658 -6.531 -4.744 -0.07 0.02 -0.09
H 2.317 -4.315 -1.438 0.01 0.29 0.33
H 2.626 -2.927 -2.470 0.05 -0.12 -0.41
H 3.897 -4.133 -2.164 -0.06 0.04 -0.10
H -0.294 -3.766 -2.895 -1.23 1.72 0.37
C -1.067 0.371 -4.237 0.74 -0.77 0.15
C -0.328 0.029 -2.894 0.21 -0.06 -0.02
C -0.156 1.377 -2.168 0.65 0.57 1.02
C 0.284 1.219 -0.708 -0.59 -1.15 0.12
C -0.775 0.355 -0.033 0.14 -1.05 0.59
C -0.938 -1.103 -0.628 0.85 0.26 0.51
N -1.150 -0.953 -2.055 -0.42 3.18 -1.00
O -1.385 -2.103 -2.781 1.23 -1.36 -0.09
C 0.412 -1.846 -0.340 0.06 -0.18 -0.65
C -2.187 -1.788 0.057 0.67 0.66 -1.18
C 1.109 -0.507 -3.264 -0.19 0.28 -0.36
H -2.120 0.629 -4.126 0.12 -0.06 0.22
H -0.944 -0.429 -4.968 -0.39 -0.48 0.16
H -0.549 1.169 -4.769 0.02 0.43 0.48
H 0.602 1.997 -2.647 0.14 -0.30 -0.55
H -1.038 2.016 -2.195 -0.45 -0.36 -0.06
H 0.400 2.134 -0.127 -0.10 0.24 -0.40
H 1.241 0.703 -0.640 0.24 0.02 -0.16
H -1.700 0.927 0.046 -0.37 -0.25 -0.42
H -0.518 0.117 1.000 0.20 0.27 0.22
H 0.276 -2.892 -0.064 -0.05 0.07 0.65
H 1.051 -1.921 -1.220 -0.36 0.13 -0.42
H 1.080 -1.278 0.308 -0.35 -0.36 0.72
H -2.912 -0.980 0.153 -0.22 -0.23 0.41
H -2.639 -2.527 -0.605 0.16 -0.03 -0.13
H -1.975 -2.301 0.995 0.21 0.46 0.10
H 1.100 -1.559 -3.549 -0.21 -0.17 -0.04
H 1.930 -0.364 -2.562 -0.48 -0.01 0.62
H 1.498 0.038 -4.125 -0.32 0.08 -0.32
H -2.325 -2.092 -2.974 -0.74 -0.40 -0.08
C -2.050 4.981 6.433 0.26 -0.86 -0.75
C -2.626 5.142 4.979 0.17 0.34 0.64
C -2.437 6.621 4.595 -1.06 0.79 -0.53
C -2.563 6.961 3.100 -2.41 1.13 0.44
C -1.653 6.183 2.291 0.47 -2.34 -0.47
C -1.887 4.614 2.550 2.96 1.72 -0.08
N -1.797 4.380 4.052 0.49 3.31 -2.34
O -1.712 3.072 4.339 0.13 -2.52 0.77
C -3.090 4.057 1.911 -2.26 -0.63 -0.19
C -0.680 3.943 1.796 -0.93 -0.45 1.80
C -4.124 4.794 4.950 -1.00 -0.48 -1.23
H -2.659 5.356 7.256 -0.10 0.58 -0.42
H -1.038 5.385 6.442 -0.08 0.30 0.19
H -1.934 3.930 6.700 -0.12 -0.26 -0.23
H -3.264 7.093 5.126 0.14 0.52 0.08
H -1.512 7.105 4.911 0.21 -0.56 0.45
H -2.491 8.027 2.882 0.65 0.31 0.54
H -3.572 6.864 2.700 -0.46 -0.66 0.35
H -0.653 6.534 2.547 0.48 -0.74 -0.04
H -1.772 6.299 1.213 -0.16 0.29 -0.08
H -3.984 4.644 2.121 -0.14 -0.08 0.07
H -3.107 3.881 0.836 0.65 0.65 -0.26
H -3.257 3.039 2.261 -0.10 -0.07 0.53
H -0.867 2.875 1.908 0.38 -0.29 -0.18
H -0.689 4.178 0.732 0.11 0.32 0.19
H 0.235 4.194 2.333 0.23 0.05 -0.41
H -4.720 4.922 5.853 0.41 0.31 0.15
H -4.409 3.818 4.557 0.86 -0.79 0.61
H -4.630 5.304 4.131 0.04 1.01 0.22
H -0.896 3.097 4.844 0.15 -0.93 0.11